Record 1
C29H45Cl12F12N3O11 | wB97M-V/def2-TZVPD

```
112
Properties=species:S:1:pos:R:3:lowdin_charge:R:1
Cl 6.8381 -29.7359 -20.5492 0.561
Cl 7.5135 -27.2010 -19.1637 0.510
Cl 5.8733 -32.2543 -15.7771 0.477
Cl 12.7758 -28.2018 -23.3935 0.536
Cl 11.2135 -35.2719 -22.5653 0.597
Cl 7.3132 -34.8303 -15.9166 0.535
Cl 11.7311 -30.5012 -24.8581 0.585
Cl 8.7690 -32.3036 -15.4035 0.485
Cl 12.7971 -36.9570 -24.2204 0.572
Cl 10.9987 -37.9895 -22.0748 0.544
Cl 11.5965 -27.8803 -26.1569 0.526
Cl 7.1718 -29.5406 -17.6517 0.570
F 16.7862 -30.7998 -23.3214 0.158
F 5.5161 -31.5513 -23.7416 0.131
F 6.0863 -33.3168 -24.9849 0.150
F 6.9587 -37.2714 -24.6092 0.214
F 6.9360 -35.3607 -23.4858 0.114
F 17.0358 -30.8954 -21.1022 0.137
F 7.2407 -31.3890 -25.0700 0.126
F 7.2272 -37.3319 -22.4223 0.162
F 15.6534 -29.4914 -21.9717 0.182
F 5.0355 -33.9112 -18.6777 0.084
F 3.6034 -34.3522 -20.2282 0.176
F 5.5866 -33.5452 -20.7902 0.139
O 14.2820 -31.8235 -21.0099 0.122
O 5.6864 -30.3553 -26.7612 0.013
O 14.8325 -32.4448 -23.2144 -0.015
O 4.6816 -37.4427 -22.2275 0.024
O 4.0545 -31.8616 -26.4342 0.148
O 3.5414 -31.5432 -20.8789 0.132
O 9.1237 -31.7279 -19.1981 -0.050
O 4.4361 -36.1908 -24.0445 0.150
O 13.9479 -35.0372 -20.2496 -0.014
O 3.6001 -31.6806 -18.5568 0.000
O 9.5696 -27.1702 -21.9551 -0.036
N 12.1801 -34.9998 -18.8438 -0.174
N 9.7653 -31.8723 -21.3771 -0.131
N 10.8029 -25.4366 -21.0798 -0.191
C 16.1537 -30.6869 -22.1297 -0.534
C 13.7355 -33.2866 -23.4857 -0.267
C 7.7387 -28.9841 -19.1842 -1.495
C 9.7421 -25.9913 -21.6535 -0.366
C 2.5886 -38.6198 -22.9856 -0.049
C 15.0264 -31.7344 -21.9909 -0.237
C 6.0135 -31.9605 -24.9494 -0.449
C 4.5426 -33.4651 -19.9123 -0.473
C 9.5533 -32.3768 -22.7801 -0.081
C 6.6449 -36.7205 -23.4648 -0.530
C 3.8910 -32.1119 -19.8301 -0.325
C 3.9431 -28.5769 -27.2651 -0.058
C 5.1686 -36.7918 -23.2730 -0.379
C 11.2524 -34.1937 -18.0871 -0.068
C 12.0360 -36.4666 -18.8157 -0.032
C 10.8722 -24.0517 -20.7259 -0.060
C 3.3430 -30.2681 -18.3895 -0.206
C 11.5542 -28.7782 -24.6055 -1.479
C 12.1418 -36.7468 -22.5804 -1.508
C 3.2981 -37.6712 -21.9569 -0.177
C 4.9842 -29.5713 -27.7561 -0.182
C 9.0617 -32.2986 -20.2684 -0.341
C 10.6887 -30.7419 -21.3599 -0.060
C 5.1249 -31.3764 -26.1267 -0.359
C 11.9109 -26.2438 -20.5692 -0.053
C 3.2337 -29.8533 -16.9090 -0.066
C 13.8341 -33.7627 -24.9689 -0.073
C 7.4117 -33.1135 -16.2916 -1.461
C 13.1872 -34.4138 -19.5286 -0.342
H 14.0459 -32.9452 -25.6580 0.071
H 11.9454 -26.1904 -19.4811 0.094
H 11.8127 -27.2908 -20.8561 0.047
H 9.2193 -31.5895 -23.4558 0.061
H 12.8944 -36.6849 -21.7945 0.002
H 10.5086 -23.7959 -19.7307 0.096
H 2.8787 -28.8066 -27.3135 0.079
H 3.1380 -39.5612 -22.9750 0.073
H 10.2682 -29.8456 -21.8159 0.075
H 13.7663 -34.1084 -22.7703 0.081
H 4.1775 -29.7587 -16.3721 0.043
H 4.0905 -27.6484 -27.8167 0.073
H 10.3956 -32.8577 -23.2774 0.016
H 2.6792 -36.7943 -21.7668 0.118
H 10.6054 -28.6669 -24.0805 -0.003
H 10.2718 -23.5806 -21.5042 0.086
H 8.8008 -33.1634 -22.8361 0.070
H 11.9995 -36.6644 -17.7444 0.088
H 3.3883 -38.1521 -20.9828 0.122
H 11.8800 -23.6892 -20.9284 0.095
H 4.0990 -28.2640 -26.2326 0.082
H 10.7550 -30.4994 -20.2993 0.079
H 12.7502 -32.8733 -23.2701 0.065
H 13.2249 -33.3262 -19.3615 0.124
H 11.1260 -34.5373 -17.0604 0.082
H 12.9270 -34.2457 -25.3323 0.049
H 2.4148 -30.0901 -18.9325 0.124
H 11.0949 -36.7094 -19.3091 0.069
H 12.8030 -37.1149 -19.2393 0.087
H 8.8065 -29.1537 -19.3227 0.007
H 7.5347 -33.0342 -17.3718 -0.006
H 11.7378 -30.9479 -21.5720 0.072
H 9.0439 -25.1910 -21.9437 0.137
H 8.3947 -33.1408 -20.5093 0.137
H 5.8269 -29.1203 -28.2800 0.123
H 10.2150 -34.3364 -18.3896 0.074
H 4.1091 -29.6034 -18.7888 0.102
H 2.4880 -38.2539 -24.0074 0.073
H 1.5721 -38.8712 -22.6830 0.072
H 12.8699 -25.9358 -20.9858 0.084
H 4.5764 -30.2169 -28.5340 0.122
H 11.3981 -33.1147 -18.1373 0.091
H 14.6416 -34.4936 -25.0099 0.068
H 2.7180 -28.8948 -16.8512 0.080
H 2.6288 -30.6299 -16.4410 0.078
```

E_HOMO = -9.2327 eV
SMILES = CCOC(=O)C(F)(F)F.CCOC(=O)C(F)(F)F.CCOC(=O)C(F)(F)F.CCOC(=O)C(F)(F)F.ClC(Cl)Cl.ClC(Cl)Cl.ClC(Cl)Cl.ClC(Cl)Cl.CN(C)C=O.CN(C)C=O.CN(C)C=O
Orbital gap = 0.35364 hartree
Electronic energy = -8844.58785 Eh

***

Record 2
C30H48N4O8P2SScSe2Te2 | wB97M-V/def2-TZVPD

```
98
Properties=species:S:1:pos:R:3:lowdin_charge:R:1
Te 0.0956 -2.0835 4.4625 0.211
Te -2.3824 -0.7375 5.5270 0.119
Se 1.0217 -0.0834 3.3840 -0.135
Se -4.2333 -0.6455 3.8682 -0.214
Sc -0.2080 0.2608 1.1442 0.656
S 1.4509 3.2625 2.3101 0.982
P 0.2011 0.7157 -2.3077 0.484
P 1.7603 -1.4870 -1.0395 0.479
O -1.2283 -1.4251 0.9205 -0.159
O 1.4324 -0.8607 0.2878 -0.350
O 3.1555 -1.0227 -1.5355 -0.171
O 1.7644 -3.0249 -0.9382 -0.146
O -1.2355 -2.9507 -0.6941 0.057
O -1.0910 0.9197 -3.1777 -0.194
O -0.1736 1.1267 -0.9386 -0.293
O 1.3912 1.5779 -2.9296 -0.158
N -2.2565 1.2029 1.2171 0.037
N -0.0081 2.5823 1.7685 -0.321
N -2.9406 -3.3040 2.5583 0.026
N -1.3025 3.8060 3.3519 0.147
C 1.0144 4.3926 3.5857 -0.447
C 2.4407 3.6583 -3.5935 -0.031
C -4.5765 0.9865 0.9053 -0.085
C 3.2654 -3.8599 -2.6579 -0.040
C -2.3920 2.3475 1.8402 -0.184
C -1.3275 0.7788 -4.6458 -0.357
C -1.1192 2.9444 2.3086 -0.346
C 0.6577 -0.9778 -2.3790 -0.191
C 2.5900 2.8834 -1.2485 -0.025
C 2.2696 -4.2116 -1.5788 -0.387
C -3.2573 -5.6172 1.8911 -0.122
C 1.7101 2.9294 -2.4973 -0.415
C -3.3152 0.5692 0.6500 -0.121
C 0.4988 5.9555 5.8240 -0.055
C -0.5429 5.2333 5.1856 0.006
C -1.5734 -2.5673 0.4236 -0.529
C 4.3122 -0.5403 -0.7327 -0.403
C 5.2007 0.1588 -1.6996 -0.026
C -2.6397 -3.4165 1.0900 -0.182
C 1.0677 -5.0477 -1.9964 -0.017
C -2.3700 -4.8981 0.8541 -0.114
C 1.8008 5.8666 5.3642 -0.079
C -3.8554 -4.4855 2.7907 -0.100
C -4.7898 2.1533 1.6669 -0.049
C -1.4479 2.2203 -5.1019 -0.030
C 2.0245 5.0824 4.2508 -0.097
C -2.6227 -0.0697 -4.7364 -0.022
C -3.6896 2.7774 2.1718 -0.009
C 4.9450 -1.6766 0.0179 -0.026
C -0.2665 4.4903 4.0511 -0.232
H -2.9837 -0.0277 -5.7523 0.078
H 2.7799 4.6454 -3.2564 0.099
H 2.6111 6.3678 5.8128 0.098
H 4.1624 -2.1461 0.6046 0.078
H -1.3404 -4.9975 1.1617 0.121
H 2.0563 2.4379 -0.4038 0.047
H 3.0554 5.1489 3.8084 0.130
H -3.4040 0.2393 -4.0375 0.089
H -3.8132 3.6849 2.8036 0.133
H -3.5550 -3.1293 0.6036 0.165
H -2.1017 -3.3099 3.2119 0.057
H -2.1606 2.7032 -4.4613 0.084
H -3.4554 -2.4458 2.9271 -0.079
H -5.4443 0.4474 0.5143 0.125
H -2.3759 -1.1237 -4.5143 0.084
H 5.3913 -0.5184 -2.4965 0.084
H 2.8354 -3.1614 -3.3852 0.080
H -3.9383 -4.7066 3.8206 0.113
H 4.6097 0.9883 -2.0688 0.059
H -1.8236 2.3414 -6.1131 0.091
H 0.7632 3.4018 -2.2560 0.143
H 5.2331 -2.5221 -0.6326 0.083
H -1.5073 5.3431 5.6207 0.107
H 5.7605 -1.4417 0.7227 0.107
H 4.2237 -3.3533 -2.3229 0.088
H 3.9641 0.2302 -0.0598 0.134
H -2.7164 -6.3715 2.4744 0.114
H -4.0754 -6.1277 1.3434 0.119
H 6.1083 0.4790 -1.2221 0.099
H -0.5161 2.7704 -4.9276 0.074
H 3.4965 -4.7942 -3.1772 0.094
H -5.7530 2.6403 1.8006 0.128
H -2.4800 -5.2117 -0.1497 0.112
H 3.3357 3.1067 -3.8513 0.088
H 1.1771 -1.2979 -3.2946 0.099
H -0.2691 -1.5922 -2.2448 0.094
H 1.7838 3.7630 -4.4635 0.081
H -4.8805 -4.1807 2.4593 0.142
H 0.2933 6.5222 6.7333 0.112
H 2.8281 -4.7440 -0.7930 0.155
H -3.0948 -0.2976 0.0111 0.127
H 3.4907 2.3500 -1.4293 0.052
H -0.4496 0.2831 -5.0241 0.131
H -2.1644 3.7000 3.8645 0.136
H 1.4183 -5.9635 -2.3877 0.076
H 0.5453 -5.2978 -1.1258 0.058
H 0.3684 -4.6149 -2.6874 0.089
H 2.7859 3.8935 -1.0031 0.080
```

E_HOMO = -8.1919 eV
ΔE to the lowest compared entry with this formula, charge and spin = 33.1 kcal per mole
Charge = +1
Orbital gap = 0.19833 hartree
Electronic energy = -9173.64002 Eh

***

Record 3
C54H44N3OP3PtS2 | wB97M-V/def2-TZVPD

```
108
Properties=species:S:1:pos:R:3:lowdin_charge:R:1
Pt 0.0410 0.1879 -1.6365 0.699
S -2.8230 0.5490 -2.0427 0.289
S 2.2760 1.2627 -0.2425 0.306
P -2.2136 2.1252 -1.0086 0.389
P 0.7660 2.4854 0.1787 0.409
P -0.4542 -2.8596 0.7593 0.780
O -0.2923 -1.7594 -0.2093 -0.386
N 4.5372 -2.6512 1.0541 0.100
N 0.8066 -1.1185 -3.0345 -0.127
N 3.6448 -2.5808 -1.1287 0.158
C -0.3236 -4.6685 -1.2309 -0.082
C 1.7455 -3.2632 -4.5083 -0.012
C -4.6278 1.6448 2.2155 -0.080
C 0.1987 -5.6963 -1.9895 -0.079
C -3.0691 3.6870 1.1672 -0.097
C 3.5467 -2.6277 0.1778 -0.194
C 5.7629 -2.5816 0.5450 -0.125
C 0.4356 6.4670 -0.6587 -0.076
C 5.0437 -2.5476 -3.0917 -0.028
C 1.7365 -6.2065 -0.2200 -0.076
C -2.2489 3.6156 -2.0560 -0.339
C -0.3694 1.8805 2.6234 -0.099
C 2.1120 -1.3618 -3.1126 -0.084
C 0.5491 2.6992 1.9770 -0.335
C -3.2437 2.5075 0.4483 -0.330
C -4.4371 2.8138 2.9356 -0.086
C 1.9023 4.2987 -1.5674 -0.112
C -4.9074 -3.4380 1.6678 -0.076
C 4.8749 -2.5177 -1.6537 -0.264
C 1.1579 3.6794 4.0771 -0.085
C 0.8419 -3.0263 4.6236 -0.080
C 0.3869 -3.0215 -4.3997 -0.059
C -2.2093 -3.1511 1.1392 -0.258
C -3.2917 5.5959 -2.9053 -0.085
C 0.3651 -2.5106 2.3381 -0.271
C 0.2060 -3.3414 3.4381 -0.085
C 1.1367 -1.3601 2.4255 -0.089
C -1.2299 4.8173 -3.8644 -0.080
C -0.0470 -1.9356 -3.6617 -0.129
C 4.0788 -2.5950 -4.0234 -0.029
C -2.2626 5.7418 -3.8214 -0.087
C -0.6127 1.6593 -0.4951 -0.775
C -4.3804 -2.1793 1.4269 -0.067
C -4.0321 1.4913 0.9758 -0.113
C 2.0305 5.5267 -2.1888 -0.084
C 0.2321 2.8715 4.7198 -0.086
C 1.2926 6.6108 -1.7399 -0.086
C 0.1923 -4.3975 0.0303 -0.267
C -1.2260 3.7510 -2.9866 -0.101
C 2.6423 -2.4237 -3.8447 -0.203
C 1.2298 -6.4695 -1.4816 -0.077
C 5.9979 -2.5030 -0.8131 0.001
C 1.0497 4.1567 -0.4793 -0.341
C 1.6285 -1.8873 4.7105 -0.072
C -2.7335 -4.4126 1.3794 -0.083
C -3.6668 3.8379 2.4042 -0.079
C -3.0319 -2.0337 1.1611 -0.060
C 0.3118 5.2446 -0.0277 -0.093
C 1.7722 -1.0531 3.6145 -0.061
C -3.2915 4.5311 -2.0221 -0.086
C 1.2268 -5.1665 0.5416 -0.080
C -0.5313 1.9711 3.9929 -0.080
C -4.0849 -4.5518 1.6401 -0.082
C 1.3219 3.5942 2.7066 -0.089
H -4.8835 2.9254 3.9133 0.101
H 2.4678 3.4399 -1.9051 0.068
H -1.1334 -4.0526 -1.6007 0.113
H 6.9991 -2.4436 -1.2144 0.108
H 2.1295 -1.6503 5.6382 0.104
H 2.7056 5.6383 -3.0250 0.103
H 2.7692 -0.6676 -2.6011 0.096
H -1.2543 1.3398 4.4913 0.106
H -5.9629 -3.5504 1.8703 0.104
H -0.4143 -4.2242 3.3594 0.107
H 1.3847 7.5692 -2.2298 0.101
H -5.0213 -1.3127 1.4443 0.089
H -3.5221 4.7513 2.9643 0.105
H 2.0420 4.2190 2.1968 0.109
H -4.4971 -5.5327 1.8217 0.102
H -0.4318 4.9263 -4.5850 0.105
H -4.1697 0.5899 0.3933 0.050
H -2.2696 6.5745 -4.5100 0.100
H 0.1064 2.9438 5.7902 0.099
H -0.9556 1.1801 2.0381 0.092
H -2.5992 -1.0655 0.9465 0.089
H 2.5410 -2.6569 0.5782 0.084
H 1.2362 -0.7212 1.5581 0.054
H 1.6449 -7.2720 -2.0762 0.104
H -0.3293 -3.6571 -4.8980 0.108
H -0.1355 7.3139 -0.3065 0.104
H 1.7526 4.3787 4.6456 0.100
H 0.7282 -3.6711 5.4818 0.102
H 1.6301 -4.9597 1.5229 0.105
H -5.2289 0.8475 2.6300 0.096
H -2.4729 4.4856 0.7464 0.092
H -0.4369 3.0010 -3.0103 0.092
H -0.1939 -5.8899 -2.9761 0.102
H -2.0875 -5.2797 1.3477 0.106
H 4.3744 -2.7839 -5.0492 0.116
H 2.3822 -0.1660 3.6764 0.111
H 6.5757 -2.5958 1.2633 0.108
H 2.5397 -6.8097 0.1713 0.103
H -4.1009 6.3101 -2.8803 0.100
H 6.0738 -2.6193 -3.4167 0.107
H -4.0980 4.4004 -1.3154 0.102
H -0.3398 5.1268 0.8272 0.095
H -1.1003 -1.6895 -3.5758 0.096
H 2.1166 -4.0974 -5.0894 0.119
```

E_HOMO (spin up / spin down) = -5.8964 / -5.9683 eV
ΔE to the lowest compared entry with this formula, charge and spin = 31.5 kcal per mole
Orbital gap (spin up / spin down) = 0.20550 / 0.20816 hartree
Electronic energy = -4263.48229 Eh

***

Record 4
AlH4N2O2PS | wB97M-V/def2-TZVPD

```
11
Properties=species:S:1:pos:R:3:lowdin_charge:R:1
S -1.3073 -2.1520 0.3630 1.117
P 0.4979 0.0946 0.1430 0.339
Al -1.8322 3.5608 -1.0269 1.287
O 1.2455 -0.7512 -0.9354 -0.091
O 0.1847 1.4457 -0.6519 -0.194
N -1.0124 -0.6608 0.5892 -0.458
N 1.2439 0.2749 1.4507 -0.006
H -1.1489 -2.3399 -0.9877 -0.022
H 0.8700 0.0383 2.3609 0.058
H 1.9973 -1.2367 -0.5544 0.131
H -0.7385 1.7263 -0.7506 -0.160
```

E_HOMO = -17.9466 eV
Charge = +2
Orbital gap = 0.24046 hartree
Electronic energy = -1243.62993 Eh